No. 1
Here is a 3-piece molecular cluster, C30H63BIN3O8P overall in a non-equilibrium geometry from the OMol25 dataset. Energies are from ωB97M-V with the def2-TZVPD basis set.

XYZ file:
```
107
Properties=species:S:1:pos:R:3:forces:R:3
C 0.0808 -1.3557 -2.1543 0.27 0.41 0.06
B -4.0932 1.3769 -1.2311 -0.08 -0.11 0.37
C 5.3484 1.8512 1.2664 -0.17 -0.25 -0.08
O 3.3656 -1.8966 -2.1274 -0.02 0.15 -0.15
O -2.5642 -2.7884 -1.9036 0.17 0.34 0.41
C 4.1842 4.1119 -1.6281 0.58 0.79 -0.68
H -2.0155 -3.2817 -1.2795 0.24 -0.34 -0.17
C -2.8253 1.1472 -2.2209 0.39 0.15 0.33
H -0.3816 -6.0687 6.0081 0.03 0.09 -0.02
H 6.1709 4.7219 -2.2851 0.01 -0.02 0.01
H -1.7360 2.6711 -1.1355 0.10 -0.05 0.10
C -3.5745 -5.4478 1.4111 0.03 0.40 -0.40
H -4.3587 2.6131 0.2657 -0.47 -0.18 0.51
H 6.1095 1.2830 0.7305 0.01 0.02 -0.01
H -1.4969 -1.0086 -3.5707 -0.23 -0.12 0.15
C 5.2496 5.1812 -1.9260 0.11 0.00 0.11
H -5.1457 -5.6547 3.7202 0.01 -0.04 -0.07
C -3.0503 4.5429 -2.1164 0.08 0.30 -0.33
H 5.4897 5.8133 -1.0766 0.00 -0.04 0.01
N -1.8340 -5.0583 3.0761 -0.96 1.51 0.27
C 3.0156 4.7335 -0.8650 -0.17 -0.07 0.36
H 2.4861 5.4702 1.0859 0.01 0.03 0.02
H 7.1799 3.5618 0.1070 0.00 0.00 -0.03
N 4.7567 2.9691 -0.8482 -1.60 -0.07 0.60
H 2.8879 2.8987 -2.8952 0.03 -0.03 0.05
H 4.0868 5.9444 0.5809 0.02 -0.01 -0.03
H -6.8804 0.7871 -2.8599 -0.10 0.07 0.14
C 4.6934 -1.4561 -1.9344 0.36 -0.14 0.41
H -2.5496 -3.1780 4.9950 0.05 -0.02 -0.08
H -1.8168 -6.8487 5.4114 0.00 0.01 -0.04
H -2.0929 6.4896 -2.2402 0.26 -0.06 -0.14
H 1.1963 0.4401 -1.5366 -0.07 0.10 -0.07
H 4.8830 5.8471 -2.7064 -0.06 -0.05 -0.04
H 0.2976 -3.9930 5.5059 -0.02 -0.06 0.04
H -4.4961 -4.0588 3.4034 0.09 0.01 -0.05
H -0.2579 -3.0376 4.1384 -0.03 -0.03 -0.06
C -3.1831 -5.6760 2.8577 -0.22 -1.24 -0.16
C -2.1808 5.6605 -1.5451 -0.34 0.04 0.34
H -3.1012 1.0171 -3.2650 -0.17 -0.43 0.00
H 5.1597 -1.1380 -2.8678 -0.02 0.06 -0.11
C 2.5534 -0.8570 -2.6401 -0.19 -0.07 -0.19
H -2.2994 -7.6360 2.5110 0.02 0.00 0.01
H -0.3558 -6.8298 4.4204 0.00 0.00 -0.02
H 0.5340 0.6883 -3.8043 0.18 0.11 0.21
C 3.7096 3.6072 -2.9854 -0.16 -0.31 -0.02
H 4.5235 3.1272 -3.5304 0.01 -0.01 0.01
C -0.0822 -4.0525 4.4872 0.01 0.27 -0.21
H 3.3563 4.4535 -3.5734 0.03 0.07 0.02
H 6.3007 5.0455 0.4840 -0.02 -0.02 -0.02
H 0.3400 -2.1042 -2.9013 0.04 -0.09 -0.02
C -3.1366 -7.2004 3.0574 0.16 -0.02 0.15
H -2.6667 6.0635 -0.6567 -0.01 0.02 0.06
H 2.1820 4.0224 -0.8452 0.06 -0.08 -0.04
C -2.4343 -4.2154 5.3256 -0.41 0.11 -0.10
C 6.3985 3.9928 0.7335 -0.02 0.15 -0.14
H -3.7258 -4.3849 1.2273 -0.04 -0.04 -0.09
O -0.5050 1.8960 -2.5061 0.30 -0.35 0.42
O -5.3656 1.0307 -1.4976 -0.07 0.68 -0.57
H -4.0539 -7.6446 2.6726 -0.03 0.08 -0.06
N -2.0458 -0.0754 -1.7769 0.83 0.07 0.34
C -0.9924 -0.4569 -2.7752 0.03 -0.37 -0.60
I -0.7852 4.3785 -4.1838 -0.21 -0.03 -0.20
H -1.1953 5.3148 -1.2425 0.13 -0.02 -0.06
C -3.7885 -4.9183 5.2347 0.08 -0.04 -0.08
H -0.3156 -1.9232 -1.3136 -0.14 0.07 0.07
H -4.5323 -4.3415 5.7861 -0.02 -0.02 0.01
H 5.7030 2.0270 2.2811 0.03 0.06 0.01
H -3.0621 -7.5040 4.0972 0.02 0.03 -0.01
H -2.7968 -5.8084 0.7348 0.00 -0.03 0.02
H -3.7495 -5.8983 5.7158 0.04 -0.01 -0.01
H 0.6873 -4.5055 3.8610 -0.01 -0.01 -0.01
O -3.7980 1.8800 0.0097 0.65 0.11 -0.46
H -1.5376 0.2297 -0.9386 -0.04 -0.08 0.07
H -3.0895 3.1502 -3.7356 0.11 -0.11 -0.20
C -2.3588 3.5011 -3.0113 0.23 -0.02 0.44
H 1.6651 -1.0441 -0.7567 0.07 0.11 0.11
C -4.2364 -5.0540 3.7793 0.07 0.40 0.28
C 1.3602 -0.6207 -1.7127 0.08 -0.41 0.35
H 4.3092 4.2251 2.3045 0.06 -0.05 0.02
H 5.2726 -2.2805 -1.5272 -0.06 -0.17 -0.05
O -1.7149 -3.9559 2.4125 0.45 -0.18 -0.32
H -3.5107 4.0305 -1.2739 -0.11 -0.24 -0.03
H -4.4996 -5.9684 1.1689 -0.02 -0.07 0.16
C -0.4721 0.8265 -3.4211 -0.54 0.24 -0.47
C 3.3783 5.1129 0.5688 0.09 -0.06 -0.03
H -3.8571 4.9860 -2.6978 -0.10 0.08 0.05
C -5.7979 0.8038 -2.8382 0.02 -0.47 -0.16
H -2.0965 -4.1768 6.3626 0.07 -0.04 0.00
H -5.4393 -0.1652 -3.1882 0.02 -0.08 0.02
O -2.9861 -1.5340 0.2964 0.59 -0.10 -0.27
C -0.9677 -6.2442 5.1072 -0.10 -0.14 -0.09
C -1.3534 -4.8920 4.4832 0.71 -0.71 0.66
H 2.6651 5.6106 -1.4132 0.04 0.01 -0.06
H -5.4434 1.5704 -3.5239 0.01 0.16 0.04
O 4.0321 1.9156 -0.9932 0.29 -0.41 -0.30
P -3.2272 -1.4671 -1.2795 -1.71 -0.18 -0.39
H -1.0872 1.0791 -4.2901 0.01 -0.02 -0.09
H 4.7277 -0.6402 -1.2097 0.02 0.18 -0.06
C 5.0905 3.1948 0.5949 1.11 0.30 0.48
C -1.8102 2.3135 -2.1621 -0.30 0.52 -0.28
H 6.7400 3.9531 1.7670 -0.05 -0.08 0.03
H 2.2080 -1.1770 -3.6293 -0.06 0.08 -0.12
H 3.1261 0.0601 -2.7767 0.09 0.08 0.14
C 3.9494 3.9118 1.3228 -0.42 0.09 -0.16
H -2.2337 -2.0534 0.6289 -0.06 -0.01 0.40
H 3.1395 3.1970 1.5021 0.03 -0.06 -0.08
H 4.4475 1.2445 1.3286 0.00 0.00 -0.08
```
Positions in Å, forces in eV/Å.

Values from the calculation:
net charge = +1
LUMO level (spin up / spin down) = -2.205 / -2.216 eV
molar mass = 762.54 g mol⁻¹
relative energy (zero: lowest compared OMol25 entry of this formula, charge and spin) = 50.9 kJ/mol
HOMO energy (spin up / spin down) = -0.3736 / -0.4116 Ha
spin multiplicity = 3
F_max = 1.8 eV/Å

No. 2
Here is a 13-piece molecular cluster, C30H63Br24NO2P overall in a non-equilibrium geometry from the OMol25 dataset. Energies are from ωB97M-V with the def2-TZVPD basis set.

XYZ file:
```
121
Properties=species:S:1:pos:R:3:forces:R:3
H 5.6583 2.5257 2.9958 -0.15 -0.13 0.07
H -5.5321 -0.2297 -1.1547 0.01 0.04 -0.02
C -1.8153 -3.2321 -1.2321 0.20 0.03 0.16
H 0.3327 2.0737 -5.1077 0.01 -0.05 0.00
H -0.3806 -7.5233 -5.2287 -0.01 0.05 0.03
Br -8.6681 0.5028 -2.1613 -0.10 -0.04 0.03
C -8.9221 0.6447 0.6943 0.07 -0.10 0.18
H -4.1523 1.8472 -1.9057 -0.06 -0.04 0.02
C 3.6841 2.1535 2.0739 1.12 -0.07 -0.40
Br -6.3176 -4.0632 2.0430 -0.07 0.03 -0.09
H -3.3408 0.7777 -3.0657 0.01 -0.06 0.03
C -11.6746 -3.9932 -1.3835 0.23 0.11 -0.09
H -8.1260 -4.0154 3.7206 0.00 -0.05 0.01
C 3.4357 6.6327 -2.0423 0.09 0.00 -0.20
Br -2.0136 -5.8780 -2.3195 0.07 -0.02 0.03
H 3.6529 1.3841 2.8471 -0.38 -0.05 -0.07
H -6.9694 -6.3442 3.7851 0.00 0.08 -0.02
H 4.2541 9.0372 7.2132 0.02 -0.01 0.03
C -3.8958 0.8139 -2.1324 0.00 0.16 0.16
H -0.8803 -4.9599 -0.3020 0.00 0.04 -0.02
C -12.6013 -2.8589 -1.0372 -0.31 -0.13 0.05
Br 7.5159 9.4020 9.1894 -0.02 0.07 -0.05
H -13.3184 -2.6950 -1.8391 0.05 -0.03 -0.03
H 6.8973 -3.5704 -3.3336 -0.05 0.06 -0.01
Br 6.1607 9.6450 5.7680 0.00 -0.12 -0.03
H 1.1462 1.1845 0.8272 -0.05 0.06 -0.12
H 2.2788 0.7279 -5.6593 0.01 0.03 0.03
C 5.0709 4.3983 2.0935 0.45 -0.42 0.64
H -2.6469 -4.8853 -0.1515 -0.01 0.05 -0.03
H -9.0164 1.7109 0.5128 -0.03 -0.03 -0.06
H -12.1548 -4.9654 -1.3334 -0.04 0.05 0.05
H 2.1018 -0.7369 1.8761 -0.36 -0.22 0.03
H -10.4399 -0.1656 -0.5790 0.01 0.04 0.04
H 2.4652 -1.4307 0.4606 -0.31 -0.04 -0.21
Br 3.7872 4.8486 -1.3397 -0.09 -0.06 -0.08
O 3.6327 6.6957 5.6768 -0.90 0.33 4.73
H 3.7492 -10.0804 -2.4293 0.04 0.01 -0.06
H 5.3887 7.3087 -1.3724 -0.03 -0.03 -0.05
H -11.2520 -3.8506 -2.3764 -0.02 0.03 0.02
Br 1.3898 -7.6108 -6.9439 0.06 0.03 0.05
Br -0.0405 1.5352 -2.7224 0.00 0.09 -0.10
H 5.9368 -1.2094 -3.8548 -0.01 -0.05 0.02
C 5.0230 5.0522 3.4837 0.06 0.18 -0.98
H 4.7565 -8.2248 -3.9479 -0.04 -0.01 0.05
Br -0.1246 -2.7133 -2.0535 0.00 -0.01 -0.11
Br 0.7862 1.0360 4.4215 -0.04 -0.20 -0.04
Br -2.6681 0.2747 -0.7169 0.02 0.02 0.03
C 0.4398 2.7858 5.1954 -0.08 0.07 -0.21
C 7.4608 -2.6434 -3.3782 0.32 0.00 0.09
C -1.8006 -4.6744 -0.8026 -0.15 -0.08 -0.08
C -7.9010 -6.1035 3.2824 -0.23 -0.19 -0.12
H 6.0445 4.6882 1.6888 -0.08 0.04 -0.11
Br -10.1410 -4.0612 -0.1839 -0.05 -0.04 -0.07
H 3.3483 -8.4456 -5.0061 -0.03 -0.04 0.03
H 4.3139 8.5859 -1.9727 -0.04 -0.04 -0.03
C 5.0848 2.8515 2.1298 -0.42 0.53 -0.64
C 1.0404 1.8494 -4.3119 -0.26 -0.06 0.04
H -0.2961 3.2485 4.5402 0.03 0.01 0.01
C -0.0240 -5.4601 -5.6859 -0.06 0.19 0.22
C 1.6973 3.6064 5.2385 -0.03 0.12 0.40
N 1.7967 -0.8050 0.9054 0.71 0.48 0.54
H -0.0037 2.6214 6.1725 0.08 -0.03 0.00
H 7.9048 -2.5373 -4.3658 -0.07 0.06 0.00
C 1.8520 0.6301 -4.6630 0.06 0.16 -0.17
H 7.2274 -0.5535 -2.8293 0.05 -0.07 0.03
H 5.4842 4.3949 4.2248 -0.16 0.10 0.16
Br 2.8733 3.0527 6.6812 0.08 -0.08 -0.12
H -8.7731 -4.4755 2.1349 0.03 -0.10 0.08
Br -8.0506 -7.3073 1.7611 0.08 0.03 0.04
Br 8.9628 -2.8316 -2.1570 -0.09 -0.04 0.01
C 5.3244 8.9745 7.3962 -0.16 0.16 -0.13
H 4.3220 4.8128 1.4205 -0.10 -0.02 0.13
C 3.9724 -8.9162 -4.2518 0.27 -0.08 0.01
C 6.6303 -1.4338 -3.0460 -0.20 0.02 -0.20
Br -4.7593 -1.7913 -2.9368 -0.14 0.04 0.01
H 3.6067 6.5589 -3.1144 0.05 -0.01 0.03
Br -7.0617 0.3222 1.1709 -0.03 0.05 -0.01
H 1.2857 -0.2953 -4.6044 -0.04 0.05 0.05
H 3.9671 7.5362 3.9659 0.08 -0.40 -0.76
C 5.7076 9.8036 8.5923 0.15 -0.15 0.20
H -5.8966 0.3897 -2.7713 0.05 0.05 0.01
H 2.8715 -8.5388 -2.4498 0.04 0.01 -0.03
Br 3.3671 0.4333 -3.4634 0.06 -0.10 0.15
H -8.7372 -6.3573 3.9310 0.00 0.07 -0.01
H -9.4932 0.3776 1.5814 -0.01 -0.03 -0.04
H 1.6457 2.7284 -4.1116 0.08 -0.07 -0.05
H 1.1454 -6.9086 -4.5679 -0.05 0.06 0.02
C -9.3567 -0.1940 -0.4777 -0.04 0.10 -0.13
C 3.1928 -9.3870 -3.0524 -0.26 0.10 0.00
C -5.1268 -0.0493 -2.1442 0.12 -0.14 -0.26
H -9.0282 -1.2267 -0.4101 0.01 0.03 0.06
H -0.7255 -5.1418 -4.9167 0.05 -0.04 0.03
H 5.6683 10.8711 8.3990 -0.02 -0.03 -0.05
C 4.3586 7.6473 -1.4241 -0.11 0.20 0.18
H -2.5965 -3.0069 -1.9514 0.10 -0.05 0.08
H 4.4428 0.2263 0.4254 0.08 0.45 -0.20
H 5.6102 7.9321 7.4911 0.01 0.03 0.04
H 2.2711 3.5459 4.3231 -0.06 0.04 0.00
Br 1.5495 -10.2912 -3.5751 0.05 -0.01 0.02
H 3.7409 2.1855 -0.6302 0.29 -0.23 0.41
O 3.6929 5.4165 3.8998 0.48 -0.23 -0.74
H -0.4866 -5.3553 -6.6625 0.06 -0.07 -0.01
C 0.4603 -6.8564 -5.4089 -0.06 -0.20 -0.21
Br 3.8138 8.0851 0.3931 0.08 -0.10 0.01
P 3.5384 1.3061 0.4618 -1.50 -0.22 0.24
H 1.5639 0.4311 -0.7457 0.12 0.32 0.10
C 3.7618 6.6187 4.5401 0.47 0.29 -3.00
H 5.6628 2.5299 1.2545 0.08 -0.06 0.13
H 5.0675 9.5658 9.4396 -0.03 -0.03 -0.06
H -1.9240 -2.5781 -0.3703 -0.02 -0.05 0.01
H 2.8334 2.8255 2.1883 0.06 0.02 0.02
H -12.0759 -1.9324 -0.8288 0.05 -0.04 -0.03
H 2.3864 6.8420 -1.8588 0.04 0.01 0.06
H 5.6256 5.9649 3.4165 -0.02 -0.03 0.16
C -7.9835 -4.6621 2.8568 0.21 0.15 0.15
C 1.8410 0.5242 0.3078 0.49 -0.62 -0.12
Br 5.5050 -1.7543 -1.4849 0.06 0.01 0.15
Br 1.4322 -4.1693 -5.6095 0.05 0.03 -0.08
H 1.4687 4.6493 5.4486 -0.02 -0.01 -0.05
Br -13.6738 -3.2646 0.5340 0.08 0.07 0.02
Br 4.8982 -10.3867 -5.1246 -0.08 0.04 -0.04
```
Positions in Å, forces in eV/Å.

Values from the calculation:
net charge = +1
LUMO level = -2.216 eV
molar mass = 2418.51 g mol⁻¹
HOMO energy = -0.4076 Ha
F_max = 4.8 eV/Å